(1)
Density functional theory data (ωB97M-V/def2-TZVPD) for a structure of composition C6H14N2O2 at a distorted geometry.

maximum force: 6.2 eV/Å
ΔE to the lowest compared entry with this formula, charge and spin: 133.8 kcal per mole
spin multiplicity: 1
HOMO energy: -9.1 eV

XYZ file:
```
24
Properties=species:S:1:pos:R:3:mulliken_charge:R:1
C -2.3614 1.7566 -0.6841 -0.63
C -3.1787 0.3146 -0.4810 0.54
C -3.0816 -1.9107 0.4319 -0.70
C 1.3909 0.8858 1.0604 -0.59
C 2.1410 0.0901 0.1030 0.66
C 4.2084 -0.5540 -0.7345 -0.93
H -2.6158 1.8016 -1.7371 0.31
H -1.0906 1.7301 -0.2620 0.03
H -3.0846 2.5440 0.1057 0.24
H -1.3662 -0.7144 -0.4375 0.24
H -3.9451 -1.4600 1.2117 0.26
H -3.7985 -2.5271 -0.4278 0.23
H -2.2148 -2.4532 1.0222 0.27
H 2.1608 1.2748 1.8528 0.29
H 0.6033 0.0738 1.6115 0.18
H 0.8342 1.7465 0.5409 0.07
H 3.9750 0.7927 0.7552 0.20
H 3.5850 -0.7769 -1.5559 0.34
H 5.0531 0.0041 -1.2894 0.31
H 4.6154 -1.4136 -0.2671 0.31
N -2.4405 -0.7354 -0.3166 -0.16
N 3.4902 0.1620 0.1667 -0.14
O -4.4147 0.2537 -0.0644 -0.67
O 1.5352 -0.8851 -0.6045 -0.68
```

---

(2)
Density functional theory data (ωB97M-V/def2-TZVPD) for a cluster of 2 separate species, C6H14N2O2 in total at a distorted geometry.

maximum force: 2.5 eV/Å
net charge: +1
ΔE to the lowest compared entry with this formula, charge and spin: 19.7 kcal per mole
spin multiplicity: 2
HOMO energy (alpha / beta): -13.6 / -13.6 eV

XYZ file:
```
24
Properties=species:S:1:pos:R:3:mulliken_charge:R:1
C 1.9352 -1.7086 -0.3581 -1.44
C 2.3908 2.0066 -0.0244 -0.82
C 1.5869 -0.2438 -0.5056 0.90
O 0.7919 0.1939 -1.3381 -0.76
N 2.3435 0.5725 0.2738 -0.21
H 1.2326 -2.3103 -0.9435 0.39
H 3.2286 0.1487 0.4873 0.30
H 2.0986 2.2275 -1.0471 0.28
H 2.9534 -2.0441 -0.4898 0.40
H 1.5879 -2.0735 0.6177 0.36
H 1.6799 2.4898 0.6547 0.23
H 3.3958 2.3415 0.2169 0.36
C -2.7711 1.4612 -0.5091 -0.87
C -1.4427 -1.8461 0.8394 -0.82
C -2.1725 -0.5280 0.7729 0.60
O -2.9531 -0.1807 1.6306 -0.42
N -1.8225 0.4294 -0.2007 0.22
H -1.1404 0.2512 -0.9619 0.34
H -3.6423 1.3694 0.1290 0.40
H -2.2750 -2.5545 0.7622 0.35
H -2.3047 2.4254 -0.2184 0.36
H -2.9371 1.4835 -1.5838 0.35
H -0.7907 -1.9542 -0.0140 0.16
H -0.9731 -1.9570 1.8101 0.32
```

---

(3)
Density functional theory data (ωB97M-V/def2-TZVPD) for a cluster of 2 separate species, C6H14N2O2 in total at a distorted geometry.

maximum force: 6.2 eV/Å
net charge: +1
ΔE to the lowest compared entry with this formula, charge and spin: 41.8 kcal per mole
spin multiplicity: 2
HOMO energy (alpha / beta): -12.9 / -12.9 eV

XYZ file:
```
24
Properties=species:S:1:pos:R:3:mulliken_charge:R:1
C -2.4216 2.1641 -0.6501 -1.13
C 0.0311 2.1190 2.3418 -0.70
C -1.2995 1.6470 0.2222 0.63
O -0.8298 0.5816 0.0437 -0.55
N -1.1496 2.3771 1.4456 -0.24
H -3.2261 2.7937 -0.1652 0.33
H -1.4307 3.3912 1.3972 0.28
H 0.8649 1.6773 1.7867 0.18
H -1.9347 2.9998 -1.2877 0.29
H -2.9102 1.3016 -1.0704 0.29
H 0.4282 3.0696 2.8529 0.33
H -0.4138 1.4688 3.1839 0.24
C 2.9617 -1.3534 -0.6300 -0.79
C -0.6007 -2.8535 -0.9800 -0.95
C 0.9372 -2.7628 -1.1342 0.68
O 1.5033 -3.7225 -1.6091 -0.36
N 1.5201 -1.6782 -0.5173 0.14
H 0.8561 -1.0021 -0.0683 0.25
H 3.5588 -2.0938 -1.0467 0.38
H -1.0259 -2.3463 -1.8819 0.30
H 3.1314 -0.5005 -1.3300 0.37
H 3.2421 -0.9555 0.3133 0.34
H -0.7369 -3.9312 -1.1007 0.34
H -1.0554 -2.3910 -0.1158 0.34
```

---

(4)
Density functional theory data (ωB97M-V/def2-TZVPD) for a structure of composition C6H14N2O2Rb at a distorted geometry.

maximum force: 3.6 eV/Å
net charge: +2
ΔE to the lowest compared entry with this formula, charge and spin: 0.0 kcal per mole
spin multiplicity: 2
HOMO energy (alpha / beta): -16.2 / -16.0 eV

XYZ file:
```
25
Properties=species:S:1:pos:R:3:mulliken_charge:R:1
Rb -2.5242 -0.1438 1.2288 0.98
C -0.4497 3.5212 1.4199 -0.88
C 0.3153 2.2375 1.1906 0.43
O -0.1610 1.4376 0.4313 -0.38
N 1.4401 2.0641 1.9108 0.04
C 2.2734 0.9089 1.9018 -0.74
H -0.1297 4.1829 2.2249 0.39
H -1.4697 3.2771 1.7168 0.29
H -0.3821 3.9900 0.4382 0.30
H 1.6162 2.6660 2.7024 0.36
H 2.9431 1.0157 1.0484 0.35
H 1.7762 -0.0410 1.7051 0.30
H 2.8867 0.7895 2.7949 0.36
C 0.7338 -0.8764 -1.6851 -0.88
C -0.4168 -1.7810 -1.2116 0.69
O -0.6674 -1.8873 -0.0358 -0.64
N -1.0271 -2.5240 -2.1332 -0.15
C -2.0902 -3.5089 -1.8811 -0.77
H 1.5068 -0.7097 -0.9349 0.19
H 0.4181 0.1639 -1.7633 0.25
H 1.2617 -1.0672 -2.6194 0.38
H -0.8376 -2.3562 -3.1110 0.26
H -2.5266 -3.8886 -2.8049 0.33
H -2.8360 -3.1185 -1.1886 0.22
H -1.6534 -4.3515 -1.3450 0.31
```

---

(5)
Density functional theory data (ωB97M-V/def2-TZVPD) for a cluster of 2 separate species, C6H14N2O2S in total at a distorted geometry.

maximum force: 5.9 eV/Å
ΔE to the lowest compared entry with this formula, charge and spin: 78.3 kcal per mole
structure (SMILES): C=CN1CCNCC1.OSO
spin multiplicity: 1
HOMO energy: -7.9 eV

XYZ file:
```
25
Properties=species:S:1:pos:R:3:mulliken_charge:R:1
C 1.0178 2.4965 -0.2625 -1.15
C 0.4919 1.3950 -0.8229 -0.09
N -0.4358 0.4625 -0.4595 0.32
C -1.0933 -0.4175 -1.5257 -0.69
C -1.3617 -1.7352 -0.8359 -0.41
N -2.1946 -1.5139 0.2684 -0.37
C -1.5382 -0.7636 1.2988 -0.59
C -1.3244 0.5857 0.6683 -0.61
H 0.8112 2.8417 0.6999 0.36
H 1.4796 3.0840 -0.9659 0.28
H 0.7768 1.2884 -1.8109 0.16
H -0.4296 -0.4111 -2.4824 0.31
H -2.0793 0.1104 -1.7944 0.30
H -1.9649 -2.5065 -1.5446 0.35
H -0.3552 -2.0978 -0.6879 0.21
H -2.6559 -2.4261 0.6171 0.29
H -0.6015 -1.1008 1.8841 0.21
H -2.2901 -0.6054 2.1187 0.37
H -2.1779 0.9947 0.3208 0.42
H -0.7765 1.2613 1.4452 0.30
O 4.5122 -0.5399 0.2187 -0.47
S 2.9106 -0.8604 0.5278 0.15
O 2.4605 0.4997 1.3342 -0.52
H 5.0867 -1.0155 0.9143 0.35
H 1.7316 0.9737 0.8765 0.54
```

---

(6)
Density functional theory data (ωB97M-V/def2-TZVPD) for a cluster of 2 separate species, C6H14N3S in total at a distorted geometry.

maximum force: 5.8 eV/Å
net charge: +1
ΔE to the lowest compared entry with this formula, charge and spin: 101.9 kcal per mole
spin multiplicity: 1
HOMO energy: -12.9 eV

XYZ file:
```
24
Properties=species:S:1:pos:R:3:mulliken_charge:R:1
C -1.8061 -1.9989 -0.6728 0.39
C 1.0026 2.6490 -0.2432 -1.55
C 1.8703 0.2736 -0.1723 -1.68
C -0.1688 0.8449 -1.6500 -1.55
C -0.9457 -2.8350 1.5378 -0.72
C 0.6357 1.1410 -0.3235 1.52
N -0.4505 -0.2462 1.1927 -0.47
N -0.3115 0.9145 0.7637 0.08
N -1.2447 -2.1370 0.3559 -0.14
S -2.5355 -1.6930 -2.0623 -0.25
H 1.7598 2.8779 -0.9469 0.43
H 0.0277 3.3213 -0.3583 0.36
H 1.4204 2.8135 0.7297 0.46
H 2.7474 0.5191 -0.5741 0.51
H 1.6910 -0.6739 -0.6139 0.40
H 2.0813 -0.0226 0.9556 0.29
H -1.1869 0.8862 -1.5073 0.49
H 0.2317 1.4912 -2.4720 0.35
H 0.0798 -0.1499 -2.0106 0.37
H 0.0928 -2.5205 1.9184 0.25
H -0.9566 -3.8363 1.1677 0.41
H -1.5633 -2.7554 2.4537 0.29
H -1.3245 -0.3896 1.8508 0.36
H -1.1465 1.5261 0.6811 0.42
```

---

(7)
Density functional theory data (ωB97M-V/def2-TZVPD) for a structure of composition C6H14N3Zn at a distorted geometry.

maximum force: 4.7 eV/Å
net charge: -1
ΔE to the lowest compared entry with this formula, charge and spin: 45.5 kcal per mole
spin multiplicity: 1
HOMO energy (alpha / beta): -0.8 / -0.1 eV

XYZ file:
```
24
Properties=species:S:1:pos:R:3:mulliken_charge:R:1
C -0.7504 -3.5320 0.3412 -0.39
Zn -0.0607 -1.6206 -0.0960 -0.04
N -1.8894 -0.7401 -0.2024 -1.25
H 1.3474 -2.0716 -0.6586 -0.27
H -0.5078 -2.5698 1.0566 0.10
H 0.0028 -4.2984 0.5620 0.10
H -0.7714 -3.3874 -0.7517 -0.11
H -1.7468 -3.8720 0.6320 0.28
H -1.8350 -0.0325 -0.9501 0.46
H -2.0410 -0.2482 0.6845 0.30
H -2.6873 -1.3490 -0.3691 0.35
N -0.2329 1.0061 -1.9281 -0.49
C 0.4267 1.4146 -0.7516 0.35
C 0.7815 2.7585 -0.5727 -0.63
C 1.3570 3.1306 0.6389 -0.63
C 1.5326 2.1504 1.6243 -0.43
C 1.1350 0.8402 1.3752 -0.73
N 0.5563 0.4764 0.1993 0.62
H 0.1479 0.1449 -2.3240 0.20
H -0.2703 1.7397 -2.6287 0.19
H 0.6020 3.4540 -1.3969 0.21
H 1.6670 4.1624 0.8129 0.32
H 1.9753 2.3925 2.5880 0.36
H 1.2615 0.0513 2.1150 0.13
```

---

(8)
Density functional theory data (ωB97M-V/def2-TZVPD) for a structure of composition C6H14N4 at a distorted geometry.

maximum force: 4.3 eV/Å
ΔE to the lowest compared entry with this formula, charge and spin: 70.9 kcal per mole
spin multiplicity: 1
HOMO energy: -7.9 eV

XYZ file:
```
24
Properties=species:S:1:pos:R:3:mulliken_charge:R:1
C -0.3792 -1.4442 0.2879 -0.13
C 2.0455 1.5331 -0.7595 -1.02
C -0.9074 1.7199 0.8548 -1.44
C -1.8006 -1.2468 0.7899 -1.30
N 1.0626 0.6394 -0.1231 0.16
C 1.3810 -0.5575 0.3380 0.63
C -0.3488 0.8860 -0.2843 0.59
N -0.3937 -2.0700 -1.0208 -0.64
N 2.4126 -1.2637 0.4404 -0.79
N -0.7915 0.9901 -1.5128 -0.72
H 0.0399 -2.1816 0.9824 0.41
H -0.6480 -1.3592 -1.7143 0.30
H 0.5308 -2.4106 -1.2703 0.33
H 2.3826 -2.0083 1.1365 0.26
H -1.7367 1.3765 -1.5143 0.27
H 3.0578 1.1714 -0.5738 0.37
H 1.9197 2.5411 -0.3598 0.27
H 1.8593 1.5566 -1.8344 0.35
H -0.7411 2.7807 0.6451 0.37
H -0.4407 1.4724 1.8115 0.34
H -1.9823 1.5575 0.9416 0.43
H -2.2910 -2.2193 0.8991 0.42
H -2.4139 -0.6973 0.0698 0.28
H -1.8169 -0.7664 1.7705 0.26
```

---

(9)
Density functional theory data (ωB97M-V/def2-TZVPD) for a cluster of 2 separate species, C6H14N4 in total at a distorted geometry.

maximum force: 5.6 eV/Å
net charge: +2
ΔE to the lowest compared entry with this formula, charge and spin: 243.0 kcal per mole
spin multiplicity: 1
HOMO energy (alpha / beta): -19.2 / -18.8 eV

XYZ file:
```
24
Properties=species:S:1:pos:R:3:mulliken_charge:R:1
C 2.0920 -0.4651 -0.6984 -0.64
C 0.9759 0.5836 -0.9811 -0.70
C 0.0536 0.5006 0.2849 1.75
C 0.1083 -1.0143 0.3114 -0.16
C -1.4016 0.9390 -0.1037 -2.00
C 0.4367 1.2001 1.5656 -1.56
N 1.2816 -1.5507 -0.2072 -0.19
N -1.6549 -2.4200 0.9189 -0.42
N 0.1583 -0.1714 -1.8899 0.13
N 0.1100 -1.4965 -1.0446 0.20
H 2.6395 -1.0042 -1.4327 0.41
H 2.8392 -0.2023 0.0645 0.41
H 1.4126 1.5658 -1.2076 0.41
H -2.0296 1.1505 0.7113 0.55
H -1.9127 0.0698 -0.5355 0.55
H -1.3163 1.8092 -0.8317 0.38
H 0.3870 0.4518 2.4303 0.37
H -0.1969 1.9943 1.7269 0.45
H 1.4155 1.5460 1.5439 0.46
H -1.1439 -3.2038 1.2230 0.30
H -1.8845 -1.9615 1.8344 0.30
H -0.8025 0.2456 -1.9132 0.38
H 0.6396 -0.2712 -2.8247 0.39
H -0.3583 -2.2776 -1.2845 0.22
```

---

(10)
Density functional theory data (ωB97M-V/def2-TZVPD) for a cluster of 2 separate species, C6H14N4P2 in total at a distorted geometry.

maximum force: 2.5 eV/Å
ΔE to the lowest compared entry with this formula, charge and spin: 0.0 kcal per mole
spin multiplicity: 1
HOMO energy (alpha / beta): -6.7 / -6.7 eV

XYZ file:
```
26
Properties=species:S:1:pos:R:3:mulliken_charge:R:1
C -2.7015 -1.5448 -0.0134 -0.34
C -2.4141 -0.1929 -0.3027 0.16
C -0.7131 1.8874 1.1802 -1.09
C 0.5321 2.5444 -0.7789 -1.00
C 1.0529 -2.5098 -1.2436 -1.04
C 1.2947 -1.4469 0.8674 -0.96
N -3.8960 -1.7833 0.4456 -0.60
N -4.5901 -0.6430 0.5088 0.06
N -0.4791 1.6697 -0.2274 0.25
N 0.3905 -1.9340 -0.1191 -0.19
P -3.8326 0.7702 0.0217 0.03
P -0.9020 0.3154 -1.1197 0.09
H -1.9741 -2.3290 -0.1065 0.58
H -1.3957 1.1347 1.5689 0.40
H 0.2273 1.8294 1.7359 0.33
H -1.1469 2.8797 1.3376 0.30
H 1.5094 2.3710 -0.3167 0.30
H 0.6120 2.3775 -1.8505 0.33
H 0.2510 3.5864 -0.6048 0.33
H 1.5542 -3.4396 -0.9359 0.38
H 0.3125 -2.7541 -2.0055 0.28
H 1.8240 -1.8598 -1.6853 0.31
H 1.8274 -2.2927 1.3294 0.34
H 2.0670 -0.7676 0.4696 0.29
H 0.7336 -0.9364 1.6510 0.23
H -5.5353 -0.7274 0.8564 0.22
```